94
Properties=species:S:1:pos:R:3 method="wB97M-V/def2-TZVPD" homo_energy_ev=-0.809 total_charge=-2 de_lowest_kcal_mol=32.3 orbital_gap_ev=4.6
K -0.1308 0.0844 0.9632
F 2.1759 4.2810 4.3318
C 1.5480 3.1384 4.6955
F 0.2454 3.4020 4.7138
F 1.9019 2.9331 6.0023
C 1.9801 1.9767 3.8423
C 2.7951 1.0277 4.4251
C 3.3411 0.0013 3.6621
C 3.0298 -0.0035 2.3181
N 2.2224 0.8705 1.7258
C 1.6488 1.8823 2.4448
S 0.6022 2.9577 1.6354
H 3.0177 1.0910 5.4806
H 3.9823 -0.7529 4.1000
H 3.4567 -0.7630 1.6583
Se -1.3778 1.4156 -2.9386
P -3.3113 0.9163 -2.1750
Se -3.5815 -0.8685 -1.0286
C -3.8869 2.3647 -1.2071
C -3.9683 2.3004 0.1772
C -4.3230 3.4271 0.9127
C -4.6173 4.6168 0.2631
C -4.5442 4.6844 -1.1251
C -4.1715 3.5663 -1.8563
C -4.5479 0.8569 -3.5426
C -5.9067 1.0073 -3.2648
C -6.8510 0.8765 -4.2736
C -6.4483 0.5804 -5.5716
C -5.0973 0.4250 -5.8529
C -4.1503 0.5689 -4.8434
H -3.7500 1.3608 0.6693
H -4.3637 3.3730 1.9952
H -4.8943 5.4950 0.8358
H -4.7633 5.6164 -1.6350
H -4.0786 3.6233 -2.9347
H -6.2210 1.2181 -2.2493
H -7.9053 0.9988 -4.0465
H -7.1856 0.4711 -6.3588
H -4.7766 0.1962 -6.8641
H -3.0909 0.4722 -5.0501
C 5.0495 1.3537 -1.7858
C 3.5864 1.5034 -1.3608
Sb 2.2486 -0.1986 -1.6002
C 1.9033 0.0463 -3.7349
C 2.9139 0.8408 -4.5669
C 3.7900 -1.7387 -1.7861
C 4.5054 -1.9080 -3.1286
H 5.6223 2.2619 -1.5629
H 5.1494 1.1612 -2.8565
H 5.5386 0.5291 -1.2583
H 3.1053 2.3269 -1.8976
H 3.5121 1.7512 -0.3003
H 0.9243 0.5272 -3.7837
H 1.7610 -0.9640 -4.1252
H 3.0553 1.8497 -4.1693
H 2.5652 0.9491 -5.6010
H 3.8935 0.3611 -4.6039
H 3.2729 -2.6642 -1.5309
H 4.5137 -1.5511 -0.9850
H 3.7908 -2.0393 -3.9452
H 5.1573 -2.7900 -3.1195
H 5.1293 -1.0451 -3.3690
O 0.3901 -2.0869 0.9324
S 0.4459 -3.5035 1.4951
C 1.6720 -3.5135 2.8394
C 2.8321 -4.4163 2.4510
C 3.0799 -4.1460 0.9702
C 1.7099 -4.2663 0.3179
H 1.1715 -3.7874 3.7650
H 1.9703 -2.4662 2.9061
H 2.5506 -5.4652 2.5915
H 3.7095 -4.2246 3.0732
H 3.8245 -4.8217 0.5407
H 3.4554 -3.1274 0.8540
H 1.4135 -5.3125 0.1925
H 1.5949 -3.7384 -0.6318
N -0.2582 -2.2758 -2.2951
H -0.2677 -2.2772 -1.2761
H -0.9771 -2.9366 -2.5705
H -0.6300 -1.3626 -2.5575
Cl 0.2957 -1.7689 5.9276
C -0.8215 -0.8455 4.9183
C -1.0830 0.4600 5.2976
C -1.9645 1.2442 4.5670
C -2.5405 0.6875 3.4264
C -2.2657 -0.6100 3.0391
C -1.4406 -1.4854 3.8093
C -1.2629 -2.8403 3.4567
H -0.5765 0.8659 6.1653
H -2.1524 2.2715 4.8484
H -3.2019 1.2924 2.8157
H -2.7405 -1.0126 2.1479
H -2.0233 -3.2572 2.7983
H -0.9014 -3.5263 4.2215

***

49
Properties=species:S:1:pos:R:3 method="wB97M-V/def2-TZVPD" homo_energy_ev=-7.845 total_charge=0 orbital_gap_ev=7.9
C -1.2766 3.0077 0.1163
N -2.0932 4.0475 -0.5428
O -2.0012 4.1122 -1.7440
O -2.7951 4.7611 0.1337
H -0.2566 3.3764 -0.0247
H -1.4033 2.0976 -0.4605
H -1.3835 2.8610 1.1840
C 2.5211 -4.7299 -2.7410
C 1.2934 -4.0978 -2.0581
O 1.2364 -2.8024 -2.5979
S 1.6963 -2.8298 -4.1627
O 2.4268 -1.6706 -4.5578
O 0.5161 -3.1659 -4.9052
O 2.7210 -4.0607 -3.9757
H 2.3118 -5.7866 -2.9256
H 3.4105 -4.7284 -2.1128
H 1.4652 -4.1436 -0.9833
H 0.3782 -4.6531 -2.2715
C 1.7316 -0.8485 1.9959
C 1.2432 -0.6031 0.6077
O -0.2001 -0.4914 0.7502
S -0.6390 -0.3800 2.3151
O -1.0983 -1.6522 2.8113
O -1.4019 0.7990 2.6320
O 0.8626 -0.1145 2.8685
H 2.7754 -0.5698 2.1090
H 1.5619 -1.8879 2.2942
H 1.5771 -1.4417 -0.0002
H 1.5305 0.3408 0.1552
N 3.1956 0.1818 -2.0053
C 3.8696 -0.8928 -1.4735
C 4.4834 -0.5413 -0.3102
C 4.2364 0.8161 -0.1460
C 3.4676 1.2806 -1.1799
H 2.6224 0.1866 -2.8284
H 3.7941 -1.8217 -2.0180
H 5.0769 -1.1461 0.3555
H 4.7329 1.4933 0.5350
H 3.0609 2.2623 -1.3494
N -6.2903 1.5093 2.6512
C -6.5716 2.8200 2.9344
C -5.3783 3.5068 2.8265
C -4.3914 2.6086 2.4236
C -4.9720 1.3555 2.3375
H -6.9516 0.7626 2.7497
H -7.5617 3.0851 3.2602
H -5.2380 4.5406 3.1011
H -3.3611 2.8226 2.2056
H -4.5342 0.4253 2.0209